No. 1
{"formula": "C20H14BeClF6NO4PS2", "method": "ωB97M-V/def2-TZVPD", "symbols": ["Be", "Cl", "C", "C", "C", "C", "C", "C", "P", "C", "C", "C", "C", "C", "C", "C", "C", "C", "C", "C", "C", "H", "H", "H", "H", "H", "H", "H", "H", "H", "H", "H", "H", "H", "H", "F", "C", "F", "F", "S", "O", "O", "N", "S", "O", "O", "C", "F", "F", "F"], "xyz": [[-0.13, -0.17, 0.06], [1.91, 0.34, -0.45], [2.37, 1.58, 0.70], [3.68, 2.00, 0.71], [4.07, 2.97, 1.63], [3.14, 3.49, 2.51], [1.83, 3.06, 2.49], [1.41, 2.10, 1.57], [-0.31, 1.51, 1.49], [-0.91, 1.73, 3.19], [-0.59, 0.76, 4.14], [-0.95, 0.95, 5.46], [-1.64, 2.09, 5.83], [-1.98, 3.05, 4.88], [-1.61, 2.87, 3.56], [-1.20, 2.74, 0.49], [-0.57, 3.78, -0.18], [-1.32, 4.62, -0.99], [-2.69, 4.43, -1.11], [-3.32, 3.39, -0.43], [-2.57, 2.54, 0.37], [4.40, 1.57, 0.02], [5.09, 3.30, 1.64], [3.45, 4.24, 3.24], [1.10, 3.47, 3.18], [-0.05, -0.13, 3.83], [-0.70, 0.20, 6.20], [-1.92, 2.24, 6.87], [-2.52, 3.94, 5.18], [-1.87, 3.62, 2.82], [0.50, 3.93, -0.08], [-0.84, 5.43, -1.52], [-3.27, 5.09, -1.74], [-4.38, 3.24, -0.53], [-3.05, 1.73, 0.89], [1.30, -2.28, -2.08], [0.87, -3.33, -1.35], [1.78, -3.63, -0.44], [0.64, -4.36, -2.13], [-0.69, -2.79, -0.50], [-0.18, -1.69, 0.38], [-1.26, -3.87, 0.18], [-1.50, -2.20, -1.70], [-2.05, -0.74, -1.67], [-3.32, -0.55, -1.06], [-0.99, 0.20, -1.20], [-2.12, -0.29, -3.47], [-2.54, 0.96, -3.53], [-2.93, -1.08, -4.13], [-0.88, -0.39, -3.94]], "lowdin_charge": [-0.1201, 0.9540, -0.5599, -0.0773, -0.0412, -0.0415, -0.0490, -0.3539, 1.1478, -0.3583, -0.0808, -0.0598, -0.0552, -0.0556, -0.0799, -0.3740, -0.0622, -0.0569, -0.0565, -0.0531, -0.1087, 0.1190, 0.1211, 0.1191, 0.1158, 0.1118, 0.1142, 0.1146, 0.1146, 0.1097, 0.1084, 0.1131, 0.1138, 0.1176, 0.1184, 0.1227, -0.6701, 0.1805, 0.1993, 0.7301, -0.2924, -0.1727, -0.2532, 0.7293, -0.1957, -0.3179, -0.6787, 0.1810, 0.1993, 0.1690], "fmax_ev_per_a": 0.722, "total_charge": 1, "homo_lumo_gap_ev": 9.4514}

=====

No. 2
{"formula": "C20H14Cl3NO4SeV", "method": "ωB97M-V/def2-TZVPD", "symbols": ["V", "C", "C", "O", "C", "C", "C", "C", "C", "C", "O", "H", "H", "H", "H", "H", "H", "H", "Cl", "C", "C", "C", "Cl", "C", "O", "C", "Cl", "C", "H", "H", "O", "N", "Se", "C", "C", "C", "C", "C", "C", "H", "H", "H", "H", "H"], "xyz": [[0.32, 0.64, -1.00], [3.50, 0.40, 1.84], [2.20, 0.86, 1.28], [1.89, 0.39, 0.14], [1.34, 1.78, 1.98], [1.68, 2.25, 3.26], [0.87, 3.16, 3.90], [-0.29, 3.63, 3.28], [-0.65, 3.19, 2.01], [0.17, 2.28, 1.38], [-0.18, 1.87, 0.13], [3.97, -0.30, 1.16], [3.35, -0.08, 2.81], [4.15, 1.26, 2.00], [2.58, 1.91, 3.74], [1.13, 3.52, 4.89], [-0.92, 4.35, 3.79], [-1.54, 3.56, 1.51], [1.64, 1.70, -7.85], [0.98, 1.48, -6.28], [1.70, 0.72, -5.35], [1.12, 0.57, -4.12], [1.92, -0.28, -2.80], [-0.11, 1.13, -3.77], [-0.53, 0.92, -2.50], [-0.78, 1.91, -4.70], [-2.28, 2.63, -4.29], [-0.23, 2.07, -5.96], [2.65, 0.28, -5.60], [-0.75, 2.67, -6.70], [-0.52, -1.88, -0.89], [-0.60, -0.93, -0.15], [-1.34, -0.96, 1.53], [-1.87, -2.77, 1.69], [-1.04, -3.84, 1.38], [-1.52, -5.12, 1.59], [-2.79, -5.32, 2.12], [-3.60, -4.24, 2.44], [-3.15, -2.95, 2.21], [-0.04, -3.70, 0.98], [-0.89, -5.97, 1.35], [-3.15, -6.32, 2.28], [-4.59, -4.39, 2.85], [-3.79, -2.10, 2.44]], "lowdin_charge": [1.0319, 0.0402, -0.2717, -0.1058, -0.0976, 0.0253, -0.0169, 0.0073, 0.0378, -0.2636, -0.1458, 0.1061, 0.1167, 0.1226, 0.1283, 0.1287, 0.1330, 0.1415, 0.7798, -0.6358, -0.0798, -0.4893, 0.8826, -0.3656, -0.1906, -0.5806, 0.8021, -0.0799, 0.1284, 0.1267, 0.0170, -0.5060, 1.3134, -0.5119, -0.0974, -0.0404, -0.0270, -0.0412, -0.1113, 0.1103, 0.1230, 0.1244, 0.1239, 0.1071], "fmax_ev_per_a": 0.547, "spin_multiplicity": 2, "total_charge": 2, "relative_energy_kcal_mol": 8.5, "homo_lumo_gap_ev": [5.5573, 5.8997]}

=====

Total energy, record by record: -90831.4640; -159231.8312 eV